Run P
Below is a 11-piece molecular cluster, C32H91N5O11 overall, with properties calculated with the ωB97M-V functional and the def2-TZVPD basis.

E_HOMO = -9.12 eV
HOMO-LUMO gap = 9.58 eV
structure (SMILES) = COC[C@H](C)N.COC[C@H](C)N.COC[C@H](C)N.COC[C@H](C)N.COC[C@H](C)N.CCO.CCO.CCO.CCO.CCO.CCO

Each atom is followed by the atoms it is bonded to, with distances in Å.
Atoms and positions in Å:
1 C 4.554 0.140 2.531  C2 1.554, H7 1.101, H8 1.082, H9 1.102
2 C 5.426 1.386 2.855  C1 1.554, C3 1.541, N6 1.474, H10 1.081
3 C 4.833 2.723 2.370  C2 1.541, O4 1.380, H11 1.073, H12 1.087
4 O 4.831 2.559 1.001  C3 1.380, C5 1.426
5 C 4.469 3.720 0.257  O4 1.426, H13 1.073, H14 1.089, H15 1.098
6 N 5.689 1.511 4.299  C2 1.474, H16 1.028, H17 1.017
7 H 4.218 0.247 1.487  C1 1.101
8 H 3.661 0.085 3.139  C1 1.082
9 H 5.122 -0.792 2.677  C1 1.102
10 H 6.400 1.333 2.389  C2 1.081
11 H 5.511 3.520 2.604  C3 1.073
12 H 3.821 2.931 2.710  C3 1.087
13 H 4.673 3.610 -0.791  C5 1.073
14 H 5.080 4.553 0.604  C5 1.089
15 H 3.420 3.978 0.455  C5 1.098
16 H 6.224 0.721 4.683  N6 1.028
17 H 4.765 1.531 4.723  N6 1.017
18 C -0.810 -4.442 1.367  C19 1.577, H24 1.098, H25 1.101, H26 1.071
19 C -1.607 -3.409 0.482  C18 1.577, C20 1.489, N23 1.470, H27 1.069
20 C -2.927 -4.035 0.195  C19 1.489, O21 1.411, H28 1.081, H29 1.105
21 O -3.563 -3.322 -0.843  C20 1.411, C22 1.359
22 C -4.848 -3.725 -1.031  O21 1.359, H30 1.069, H31 1.105, H32 1.109
23 N -1.725 -2.061 1.058  C19 1.470, H33 1.036, H34 1.044
24 H -0.861 -5.425 0.880  C18 1.098
25 H -1.239 -4.394 2.380  C18 1.101
26 H 0.234 -4.243 1.503  C18 1.071
27 H -1.109 -3.223 -0.445  C19 1.069
28 H -3.533 -3.905 1.081  C20 1.081
29 H -2.809 -5.105 -0.053  C20 1.105
30 H -5.310 -3.084 -1.751  C22 1.069
31 H -5.374 -3.785 -0.062  C22 1.105
32 H -4.867 -4.734 -1.491  C22 1.109
33 H -2.477 -1.568 0.544  N23 1.036
34 H -1.963 -2.120 2.073  N23 1.044
35 C -2.740 4.692 -0.235  C36 1.492, H41 1.103, H42 1.082, H43 1.090
36 C -1.329 4.848 0.225  C35 1.492, C37 1.531, N40 1.469, H44 1.106
37 C -0.327 5.124 -0.900  C36 1.531, O38 1.430, H45 1.137, H46 1.096
38 O 0.964 5.395 -0.349  C37 1.430, C39 1.398
39 C 1.841 5.916 -1.304  O38 1.398, H47 1.088, H48 1.096, H49 1.077
40 N -1.269 5.819 1.326  C36 1.469, H50 1.020, H51 1.036
41 H -3.223 5.644 -0.514  C35 1.103
42 H -3.379 4.183 0.474  C35 1.082
43 H -2.650 4.033 -1.099  C35 1.090
44 H -1.013 3.871 0.636  C36 1.106
45 H -0.629 6.061 -1.469  C37 1.137
46 H -0.246 4.251 -1.558  C37 1.096
47 H 1.456 6.854 -1.702  C39 1.088
48 H 2.038 5.246 -2.149  C39 1.096
49 H 2.771 6.062 -0.781  C39 1.077
50 H -1.711 6.700 1.065  N40 1.020
51 H -0.307 6.059 1.629  N40 1.036
52 C -2.142 1.764 -3.873  C53 1.502, H58 1.118, H59 1.081, H60 1.100
53 C -2.915 0.476 -3.877  C52 1.502, C54 1.511, N57 1.464, H61 1.106
54 C -3.033 0.006 -5.309  C53 1.511, O55 1.401, H62 1.091, H63 1.063
55 O -3.854 0.912 -5.990  C54 1.401, C56 1.423
56 C -4.410 0.484 -7.227  O55 1.423, H64 1.116, H65 1.092, H66 1.114
57 N -2.269 -0.511 -3.011  C53 1.464, H67 1.026, H68 1.040
58 H -1.885 1.963 -2.804  C52 1.118
59 H -2.635 2.648 -4.253  C52 1.081
60 H -1.130 1.701 -4.299  C52 1.100
61 H -3.938 0.574 -3.467  C53 1.106
62 H -3.481 -0.985 -5.393  C54 1.091
63 H -2.087 -0.060 -5.790  C54 1.063
64 H -5.269 1.154 -7.473  C56 1.116
65 H -4.845 -0.507 -7.076  C56 1.092
66 H -3.690 0.418 -8.075  C56 1.114
67 H -1.376 -0.810 -3.416  N57 1.026
68 H -2.882 -1.351 -3.048  N57 1.040
69 C 2.519 -7.276 0.231  C70 1.543, H75 1.087, H76 1.102, H77 1.085
70 C 3.655 -6.642 1.061  C69 1.543, C71 1.543, N74 1.492, H78 1.102
71 C 4.068 -5.199 0.706  C70 1.543, O72 1.448, H79 1.088, H80 1.095
72 O 3.180 -4.222 1.301  C71 1.448, C73 1.393
73 C 3.324 -2.948 0.757  O72 1.393, H81 1.098, H82 1.119, H83 1.093
74 N 3.221 -6.813 2.479  C70 1.492, H84 1.006, H85 1.026
75 H 1.556 -6.873 0.535  C69 1.087
76 H 2.406 -8.348 0.456  C69 1.102
77 H 2.690 -7.165 -0.835  C69 1.085
78 H 4.524 -7.309 0.952  C70 1.102
79 H 4.083 -5.026 -0.368  C71 1.088
80 H 5.054 -5.011 1.145  C71 1.095
81 H 2.890 -2.816 -0.244  C73 1.098
82 H 4.396 -2.727 0.526  C73 1.119
83 H 2.878 -2.194 1.410  C73 1.093
84 H 3.979 -6.656 3.122  N74 1.006
85 H 2.586 -6.027 2.658  N74 1.026
86 C 1.769 2.495 -2.884  C87 1.525, H89 1.103, H90 1.081, H91 1.097
87 C 1.966 0.990 -2.730  C86 1.525, O88 1.448, H92 1.084, H93 1.107
88 O 1.384 0.270 -3.843  C87 1.448, H94 0.955
89 H 2.282 2.892 -3.777  C86 1.103
90 H 2.243 2.975 -2.040  C86 1.081
91 H 0.709 2.752 -2.996  C86 1.097
92 H 1.415 0.641 -1.864  C87 1.084
93 H 3.048 0.770 -2.659  C87 1.107
94 H 1.650 0.650 -4.677  O88 0.955
95 C 1.189 -4.214 -2.034  C96 1.518, H98 1.083, H99 1.092, H100 1.064
96 C 1.221 -2.699 -2.128  C95 1.518, O97 1.440, H101 1.085, H102 1.124
97 O 0.543 -2.343 -3.348  C96 1.440, H103 0.970
98 H 1.822 -4.587 -2.829  C95 1.083
99 H 0.153 -4.560 -2.066  C95 1.092
100 H 1.597 -4.478 -1.088  C95 1.064
101 H 2.227 -2.302 -2.046  C96 1.085
102 H 0.722 -2.232 -1.236  C96 1.124
103 H 0.861 -1.460 -3.592  O97 0.970
104 C -0.179 -1.426 4.760  C105 1.548, H107 1.097, H108 1.053, H109 1.102
105 C -1.024 -0.266 5.341  C104 1.548, O106 1.466, H110 1.101, H111 1.071
106 O -1.897 -0.897 6.334  C105 1.466, H112 0.951
107 H 0.349 -1.943 5.571  C104 1.097
108 H 0.527 -1.114 4.043  C104 1.053
109 H -0.908 -2.103 4.286  C104 1.102
110 H -1.610 0.260 4.571  C105 1.101
111 H -0.508 0.498 5.886  C105 1.071
112 H -2.598 -0.277 6.506  O106 0.951
113 C -5.180 1.515 -0.126  C114 1.541, H116 1.113, H117 1.097, H118 1.076
114 C -4.266 0.301 -0.383  C113 1.541, O115 1.397, H119 1.088, H120 1.097
115 O -3.001 0.794 -0.717  C114 1.397, H121 0.956
116 H -5.301 2.187 -1.005  C113 1.113
117 H -4.942 2.134 0.747  C113 1.097
118 H -6.155 1.142 0.134  C113 1.076
119 H -4.701 -0.337 -1.149  C114 1.088
120 H -4.239 -0.343 0.504  C114 1.097
121 H -2.556 0.314 -1.413  O115 0.956
122 C 1.464 2.050 0.880  C123 1.544, H125 1.104, H126 1.082, H127 1.079
123 C 0.163 1.243 0.681  C122 1.544, O124 1.417, H128 1.080, H129 1.083
124 O 0.535 -0.112 0.857  C123 1.417, H130 0.955
125 H 1.301 3.107 0.606  C122 1.104
126 H 2.295 1.586 0.364  C122 1.082
127 H 1.746 2.014 1.921  C122 1.079
128 H -0.275 1.415 -0.291  C123 1.080
129 H -0.604 1.438 1.421  C123 1.083
130 H -0.251 -0.653 0.911  O124 0.955
131 C -2.567 2.087 2.808  C132 1.500, H134 1.091, H135 1.091, H136 1.089
132 C -1.512 2.971 3.404  C131 1.500, O133 1.390, H137 1.072, H138 1.081
133 O -2.094 4.216 3.614  C132 1.390, H139 0.928
134 H -2.265 1.038 2.837  C131 1.091
135 H -2.683 2.421 1.777  C131 1.091
136 H -3.479 2.167 3.397  C131 1.089
137 H -0.632 3.095 2.805  C132 1.072
138 H -1.228 2.640 4.394  C132 1.081
139 H -1.853 4.714 2.870  O133 0.928

Run Q
Below is a 11-piece molecular cluster, C32H91N5O11 overall, with properties calculated with the ωB97M-V functional and the def2-TZVPD basis.

E_HOMO = -9.06 eV
HOMO-LUMO gap = 9.59 eV
structure (SMILES) = COC[C@H](C)N.COC[C@H](C)N.COC[C@H](C)N.COC[C@H](C)N.COC[C@H](C)N.CCO.CCO.CCO.CCO.CCO.CCO

Each atom is followed by the atoms it is bonded to, with distances in Å.
Atoms and positions in Å:
1 C 0.756 -1.540 -4.541  C2 1.584, H7 1.107, H8 1.089, H9 1.042
2 C -0.436 -0.580 -4.949  C1 1.584, C3 1.471, N6 1.498, H10 1.103
3 C -0.086 0.824 -4.686  C2 1.471, O4 1.394, H11 1.118, H12 1.124
4 O -1.152 1.716 -4.576  C3 1.394, C5 1.459
5 C -0.755 2.934 -3.876  O4 1.459, H13 1.097, H14 1.109, H15 1.141
6 N -0.753 -0.808 -6.395  C2 1.498, H16 1.009, H17 1.006
7 H 1.717 -1.110 -4.879  C1 1.107
8 H 0.692 -2.482 -5.084  C1 1.089
9 H 0.847 -1.683 -3.513  C1 1.042
10 H -1.304 -0.882 -4.341  C2 1.103
11 H 0.706 1.171 -5.395  C3 1.118
12 H 0.482 0.817 -3.716  C3 1.124
13 H 0.189 3.232 -4.351  C5 1.097
14 H -0.513 2.770 -2.807  C5 1.109
15 H -1.504 3.786 -3.994  C5 1.141
16 H -1.217 -1.692 -6.544  N6 1.009
17 H -1.288 -0.038 -6.760  N6 1.006
18 C -3.654 -4.131 4.034  C19 1.526, H24 1.092, H25 1.067, H26 1.113
19 C -3.501 -2.638 4.306  C18 1.526, C20 1.531, N23 1.446, H27 1.122
20 C -4.615 -1.787 3.693  C19 1.531, O21 1.387, H28 1.098, H29 1.079
21 O -4.638 -1.902 2.310  C20 1.387, C22 1.425
22 C -5.464 -0.943 1.655  O21 1.425, H30 1.073, H31 1.104, H32 1.075
23 N -3.467 -2.318 5.716  C19 1.446, H33 1.016, H34 1.030
24 H -3.846 -4.390 2.990  C18 1.092
25 H -4.354 -4.585 4.699  C18 1.067
26 H -2.708 -4.642 4.326  C18 1.113
27 H -2.620 -2.297 3.700  C19 1.122
28 H -4.551 -0.725 3.966  C20 1.098
29 H -5.544 -2.098 4.146  C20 1.079
30 H -6.510 -1.178 1.674  C22 1.073
31 H -5.195 -0.953 0.584  C22 1.104
32 H -5.389 0.062 2.031  C22 1.075
33 H -2.892 -2.961 6.254  N23 1.016
34 H -3.184 -1.327 5.739  N23 1.030
35 C -2.987 4.673 -1.776  C36 1.530, H41 1.102, H42 1.107, H43 1.084
36 C -2.984 3.517 -0.773  C35 1.530, C37 1.496, N40 1.482, H44 1.100
37 C -2.394 3.988 0.518  C36 1.496, O38 1.392, H45 1.070, H46 1.101
38 O -1.087 4.415 0.302  C37 1.392, C39 1.438
39 C -0.481 4.920 1.505  O38 1.438, H47 1.080, H48 1.079, H49 1.135
40 N -4.240 2.794 -0.461  C36 1.482, H50 1.005, H51 1.019
41 H -1.950 4.986 -1.975  C35 1.102
42 H -3.424 5.602 -1.362  C35 1.107
43 H -3.464 4.417 -2.715  C35 1.084
44 H -2.258 2.793 -1.172  C36 1.100
45 H -2.433 3.203 1.245  C37 1.070
46 H -3.046 4.786 0.909  C37 1.101
47 H 0.424 5.429 1.209  C39 1.080
48 H -0.245 4.101 2.166  C39 1.079
49 H -1.149 5.574 2.149  C39 1.135
50 H -5.004 3.415 -0.259  N40 1.005
51 H -4.500 2.225 -1.266  N40 1.019
52 C 4.259 -6.396 0.083  C53 1.488, H58 1.093, H59 1.154, H60 1.085
53 C 3.497 -6.601 1.344  C52 1.488, C54 1.538, N57 1.511, H61 1.099
54 C 2.031 -6.954 1.039  C53 1.538, O55 1.420, H62 1.086, H63 1.087
55 O 1.309 -5.785 0.682  C54 1.420, C56 1.394
56 C -0.083 -5.870 0.671  O55 1.394, H64 1.112, H65 1.088, H66 1.113
57 N 4.139 -7.735 2.108  C53 1.511, H67 1.036, H68 1.005
58 H 4.503 -7.405 -0.262  C52 1.093
59 H 5.243 -5.806 0.209  C52 1.154
60 H 3.673 -5.809 -0.617  C52 1.085
61 H 3.509 -5.693 1.964  C53 1.099
62 H 1.552 -7.379 1.916  C54 1.086
63 H 1.945 -7.669 0.225  C54 1.087
64 H -0.413 -4.976 0.100  C56 1.112
65 H -0.556 -5.906 1.651  C56 1.088
66 H -0.520 -6.728 0.113  C56 1.113
67 H 3.756 -7.709 3.070  N57 1.036
68 H 5.137 -7.619 2.058  N57 1.005
69 C -1.519 -0.687 -0.953  C70 1.554, H75 1.098, H76 1.109, H77 1.109
70 C -1.121 -0.136 0.445  C69 1.554, C71 1.525, N74 1.477, H78 1.091
71 C -0.219 1.094 0.461  C70 1.525, O72 1.464, H79 1.098, H80 1.138
72 O 1.029 0.648 -0.161  C71 1.464, C73 1.381
73 C 1.813 1.724 -0.530  O72 1.381, H81 1.064, H82 1.091, H83 1.083
74 N -2.335 0.079 1.259  C70 1.477, H84 1.084, H85 1.010
75 H -0.682 -0.747 -1.662  C69 1.098
76 H -2.209 0.017 -1.460  C69 1.109
77 H -2.017 -1.664 -0.787  C69 1.109
78 H -0.584 -0.958 0.921  C70 1.091
79 H -0.081 1.372 1.515  C71 1.098
80 H -0.568 1.981 -0.159  C71 1.138
81 H 2.562 2.003 0.172  C73 1.064
82 H 1.192 2.594 -0.743  C73 1.091
83 H 2.332 1.415 -1.429  C73 1.083
84 H -2.942 0.831 0.770  N74 1.084
85 H -2.991 -0.687 1.298  N74 1.010
86 C 4.039 2.335 2.452  C87 1.534, H89 1.120, H90 1.084, H91 1.102
87 C 2.817 1.688 3.116  C86 1.534, O88 1.437, H92 1.079, H93 1.100
88 O 3.080 0.408 3.715  C87 1.437, H94 0.939
89 H 4.350 1.724 1.566  C86 1.120
90 H 4.857 2.543 3.133  C86 1.084
91 H 3.752 3.322 2.055  C86 1.102
92 H 2.004 1.584 2.415  C87 1.079
93 H 2.464 2.287 3.968  C87 1.100
94 H 3.041 -0.213 3.011  O88 0.939
95 C 1.469 5.632 -2.567  C96 1.530, H98 1.138, H99 1.108, H100 1.088
96 C 2.757 4.831 -2.363  C95 1.530, O97 1.402, H101 1.112, H102 1.123
97 O 2.597 3.536 -2.879  C96 1.402, H103 1.004
98 H 1.035 5.453 -3.604  C95 1.138
99 H 1.623 6.725 -2.475  C95 1.108
100 H 0.689 5.366 -1.856  C95 1.088
101 H 3.061 4.795 -1.294  C96 1.112
102 H 3.612 5.340 -2.882  C96 1.123
103 H 3.520 3.141 -2.874  O97 1.004
104 C -0.240 0.198 4.179  C105 1.547, H107 1.107, H108 1.116, H109 1.091
105 C -0.939 1.578 4.157  C104 1.547, O106 1.450, H110 1.104, H111 1.097
106 O -2.321 1.506 3.723  C105 1.450, H112 0.952
107 H -0.123 -0.350 3.224  C104 1.107
108 H -0.891 -0.485 4.775  C104 1.116
109 H 0.731 0.314 4.662  C104 1.091
110 H -0.396 2.300 3.522  C105 1.104
111 H -0.860 1.772 5.234  C105 1.097
112 H -2.320 0.893 2.995  O106 0.952
113 C 6.972 2.842 -0.040  C114 1.490, H116 1.132, H117 1.100, H118 1.103
114 C 6.039 2.240 -1.034  C113 1.490, O115 1.458, H119 1.087, H120 1.096
115 O 5.609 3.313 -1.923  C114 1.458, H121 0.964
116 H 7.884 3.228 -0.589  C113 1.132
117 H 7.366 2.050 0.613  C113 1.100
118 H 6.504 3.671 0.517  C113 1.103
119 H 5.111 1.940 -0.554  C114 1.087
120 H 6.466 1.356 -1.522  C114 1.096
121 H 6.409 3.546 -2.407  O115 0.964
122 C 2.653 -2.943 -0.823  C123 1.544, H125 1.111, H126 1.091, H127 1.126
123 C 2.103 -2.862 0.617  C122 1.544, O124 1.459, H128 1.077, H129 1.082
124 O 2.299 -1.530 1.182  C123 1.459, H130 0.974
125 H 2.392 -3.944 -1.228  C122 1.111
126 H 3.737 -2.823 -0.818  C122 1.091
127 H 2.168 -2.163 -1.472  C122 1.126
128 H 2.727 -3.509 1.210  C123 1.077
129 H 1.059 -3.137 0.697  C123 1.082
130 H 1.868 -0.881 0.598  O124 0.974
131 C -5.185 -1.009 -2.461  C132 1.570, H134 1.101, H135 1.096, H136 1.128
132 C -4.165 -0.417 -3.497  C131 1.570, O133 1.442, H137 1.099, H138 1.107
133 O -3.795 0.867 -2.955  C132 1.442, H139 0.926
134 H -5.348 -2.095 -2.547  C131 1.101
135 H -6.096 -0.457 -2.719  C131 1.096
136 H -4.831 -0.745 -1.423  C131 1.128
137 H -4.544 -0.451 -4.528  C132 1.099
138 H -3.223 -1.000 -3.482  C132 1.107
139 H -3.252 1.392 -3.489  O133 0.926

It comes down to run P, which is 0.599 eV more stable than the next structure.

Run P
Below is an isolated ion of composition CH4ClN2O and charge +1, with properties calculated with the ωB97M-V functional and the def2-TZVPD basis.

E_HOMO = -16.20 eV
HOMO-LUMO gap = 9.73 eV
net charge = +1
structure (SMILES) = NC(=[NH2+])OCl

Each atom is followed by the atoms it is bonded to, with distances in Å.
Atoms and positions in Å:
1 C -0.158 0.101 0.039  N2 1.294, N3 1.551, O4 1.280
2 N 0.107 -1.166 0.040  C1 1.294, H6 1.027, H7 0.956
3 N 1.046 1.079 0.041  C1 1.551, H8 0.954, H9 0.966
4 O -1.249 0.766 -0.024  C1 1.280, Cl5 1.774
5 Cl -2.717 -0.228 0.034  O4 1.774
6 H 1.098 -1.349 -0.159  N2 1.027
7 H -0.442 -1.793 0.508  N2 0.956
8 H 1.771 0.690 -0.440  N3 0.954
9 H 0.544 1.901 -0.039  N3 0.966

Run Q
Below is a 2-piece molecular cluster, CH4ClN2O overall, with properties calculated with the ωB97M-V functional and the def2-TZVPD basis.

E_HOMO = -14.51 eV
HOMO-LUMO gap = 10.42 eV
net charge = +1

Each atom is followed by the atoms it is bonded to, with distances in Å.
Atoms and positions in Å:
1 C -0.980 2.599 -1.444  N2 1.182, O4 1.174
2 N -0.763 3.603 -0.858  C1 1.182, Cl5 1.662
3 N 0.114 -0.243 0.137  H6 1.027, H7 1.064, H8 1.030, H9 1.020
4 O -1.117 1.454 -1.670  C1 1.174
5 Cl -0.154 5.138 -0.674  N2 1.662
6 H -0.580 -0.272 0.894  N3 1.027
7 H -0.253 0.417 -0.612  N3 1.064
8 H 0.161 -1.178 -0.292  N3 1.030
9 H 1.030 0.031 0.494  N3 1.020

It comes down to run Q, which is 1.348 eV more stable than the next structure.